Here is 2 unconnected molecules or ions with the total composition C2H2ClO3 in a non-equilibrium geometry from the OMol25 dataset. Energies are from wB97M-V/def2-TZVPD.

The geometry in XYZ format:
```
8
Properties=species:S:1:pos:R:3:forces:R:3
C -2.03784 0.47348 0.21378 -0.85 -0.61 0.46
C 0.96766 -0.78822 0.23180 -1.12 -0.05 -1.78
O -2.30858 0.32939 1.34455 0.33 0.31 -0.38
O -2.08251 0.48178 -0.94935 -0.11 0.14 -0.24
O 2.11666 -0.55417 -0.53356 0.51 -0.59 -0.46
Cl 0.39137 1.19136 0.30107 -0.14 1.10 0.62
H 0.18591 -0.97816 -0.65435 1.29 -0.10 1.53
H 2.76732 -0.15545 0.04607 0.10 -0.19 0.25
```
Positions in Å, forces in eV/Å.

HOMO level ... -0.10059 Eh
Relative energy (zero: lowest compared OMol25 entry of this formula, charge and spin) ... 61.41 kcal/mol
Spin multiplicity ... 1
Maximum force ... 2.10 eV/Å
Total charge ... -1

Atomic partial charges in e from the natural (NBO) method, atoms 1 to 4: C 1.05; C -0.20; O -0.56; O -0.56